No. 1
Here is a structure of composition C14H19NO7S at a distorted geometry from OMol25. Energies are from ωB97M-V/def2-TZVPD.

Values from the calculation:
* total energy: -1523.907763 hartree
* molecular weight: 345.373 g/mol
* HOMO level: -9.313 eV

CARTESIAN COORDINATES (ANGSTROEM)
S 1.95268 1.17616 0.95309
O 3.11933 0.71943 -3.17032
O -5.34850 2.33785 -0.02752
O 1.32189 2.36688 1.73104
O 0.01183 -3.21650 -0.19165
O 2.05839 -1.74171 0.32920
O 2.86189 0.26909 1.98516
O -6.61890 0.25121 -0.55773
N 2.77442 1.55809 -0.19322
C -1.17687 -4.14096 -0.43320
C 2.19371 2.38431 -1.15260
C 3.08611 -0.04711 -1.88001
C -4.22685 0.11146 -0.20950
C 0.70164 -1.16690 0.25319
C -0.32279 -2.01659 0.01376
C -0.76173 0.62837 0.64485
C -5.53956 0.69131 -0.32806
C -1.59708 -1.56053 -0.20286
C -3.11365 0.61916 -0.06567
C 3.83644 0.76389 -0.89890
C -1.84763 -0.09660 0.20924
C 2.27572 -2.46358 1.34942
C 0.54726 0.18340 0.45066
H 4.59761 1.18747 -1.22421
H -1.53392 -3.83306 -1.46166
H 2.41152 -2.35985 2.19631
H 2.18977 -0.32609 -2.08205
H -1.90482 -4.24932 0.43136
H -2.60048 -1.85155 -0.20007
H 3.93726 -0.99437 -2.18786
H 1.46296 2.06100 -1.78927
H 3.94523 0.01839 0.09412
H 3.33574 -2.96106 1.09698
H 1.62918 3.39184 -0.55388
H -6.23182 2.56740 -0.30161
H 2.98726 3.11220 -1.58741
H 3.93370 1.01487 -3.25309
H -3.08794 1.75395 0.26455
H 1.50261 -3.37949 1.24413
H -4.37282 -0.96299 -0.16359
H -0.73785 1.92181 0.63447
H -0.93709 -5.06070 -0.40550

Population analysis type natural (NBO), resulting atomic charges in e: 2.237 -0.733 -0.814 -0.888 -0.469 -0.505 -0.905 -0.503 -0.766 -0.251 -0.441 -0.070 -0.367 0.253 0.317 -0.162 0.812 -0.304 -0.076 -0.218 -0.067 -0.151 -0.358 0.192 0.206 0.142 0.213 0.202 0.240 0.166 0.214 0.288 0.156 0.230 0.468 0.235 0.438 0.260 0.129 0.209 0.257 0.185

No. 2
Here is a structure of composition C14H20BBa2Br10O8 at a distorted geometry from OMol25. Energies are from ωB97M-V/def2-TZVPD.

Values from the calculation:
* total charge: +3
* total energy: -26962.695037 hartree
* molecular weight: 1400.814 g/mol
* HOMO level: -14.734 eV

CARTESIAN COORDINATES (ANGSTROEM)
Ba -0.26752 7.40526 0.96781
Ba -4.37627 0.32366 4.26889
Br 1.66068 1.81628 -1.36652
Br 5.19560 2.24582 2.35880
Br -5.21307 -2.75223 -2.44597
Br -0.54574 1.52244 -5.42423
Br -1.05396 -3.79493 -3.46835
Br 6.33194 4.43387 -0.10587
Br 0.13288 -4.03819 3.61270
Br 2.44509 -3.73415 -0.40583
Br 2.32520 -0.29716 2.02144
Br -3.09453 -4.51862 1.28629
O -1.04831 0.97600 -0.06076
O -2.48721 1.35859 1.78462
O 0.73039 4.62213 1.48762
O -1.33859 -1.24849 -0.18995
O -3.05624 -0.78884 2.10132
O -0.23366 2.53672 1.58636
O -2.04476 3.15175 0.15847
O -1.18792 5.23178 -0.28252
C -0.12419 1.30992 -3.49358
C -3.84736 -4.43164 -0.52405
C 0.60525 -4.32451 -2.53872
C -1.19444 4.12814 0.23004
C 4.71611 4.73431 0.95321
C 1.37994 -1.56713 3.19496
C -1.54377 -0.18978 0.28235
C 1.29531 1.77735 -3.27963
C 4.03512 3.44093 1.36039
C 0.94218 -2.75050 2.40111
C 0.80520 -3.31509 -1.42595
C -2.45829 0.06103 1.47353
C -4.57021 -3.10417 -0.62803
C -0.07079 3.75979 1.18949
B -1.45944 2.01006 0.88508
H 1.49150 2.75584 -3.70405
H 1.97528 1.06618 -3.74291
H 0.53045 -1.04453 3.63506
H 4.03659 5.24343 0.26813
H 0.83418 -2.28415 -1.76185
H -5.44014 -3.16440 0.01933
H -0.07245 -3.37263 -0.77849
H 2.05774 -1.82858 4.00245
H 0.53307 -5.35530 -2.21893
H 1.43143 -4.19375 -3.23656
H -3.87079 -2.31268 -0.38165
H 3.20990 3.65111 2.04008
H -3.03550 -4.53686 -1.23762
H 1.77588 -3.25602 1.92239
H -4.49959 -5.29700 -0.56358
H 4.89359 5.35280 1.82793
H -0.26516 0.26895 -3.22037
H 3.66579 2.88357 0.50418
H 0.20971 -2.50083 1.63676
H -0.84611 1.93448 -2.97485

Population analysis type Mulliken, resulting atomic charges in e: 1.857 1.860 -0.122 -0.082 -0.127 -0.108 -0.206 -0.094 -0.161 -0.121 -0.080 -0.185 -0.368 -0.573 -0.694 -0.317 -0.792 -0.195 -0.305 -0.761 -0.407 -0.323 -0.610 0.644 -0.590 -0.709 0.379 -0.642 -0.263 0.137 -0.123 1.065 -0.198 0.595 0.675 0.447 0.419 0.305 0.267 0.245 0.388 -0.006 0.485 0.441 0.437 -0.153 0.218 0.127 0.103 0.411 0.425 0.242 0.053 -0.117 0.206

No. 3
Here is a structure of composition C14H20CdN4O2S4Sb from OMol25. Energies are from ωB97M-V/def2-TZVPD.

Values from the calculation:
* total charge: -1
* total energy: -2915.827693 hartree
* molecular weight: 638.780 g/mol
* HOMO level: -3.697 eV

CARTESIAN COORDINATES (ANGSTROEM)
Sb -4.30566 -0.08616 -1.40511
Cd -1.09262 0.74170 0.24246
S -2.96542 1.99849 1.38251
S -4.31691 1.94678 -2.44752
S -1.96163 -0.78163 -1.45074
S -4.44648 0.58756 1.06184
O 0.09013 -6.11491 -0.79842
O 1.29444 0.60565 -0.01362
N -0.52807 3.09155 -0.34635
N 1.16765 -3.64251 -0.11137
N -2.47142 -1.17396 2.34718
N 1.82065 -1.73479 1.31359
C 2.05870 -4.74883 -0.42710
C 1.33227 -6.05243 -0.12859
C -0.15990 -3.70430 -0.73481
C 0.26260 5.25015 0.25584
C -0.58150 5.82984 -0.67981
C -0.77041 -5.04824 -0.40132
C 0.25331 3.86995 0.41078
C -1.41218 5.01816 -1.43041
C 2.18139 1.66644 -0.33594
C -1.37502 -0.77944 2.23440
C 2.42848 2.61275 0.82770
C 1.13744 3.19127 1.42502
C 1.53285 -2.63907 0.65076
C -1.35743 3.64765 -1.23033
H -2.01707 2.97418 -1.77448
H 1.66822 0.00477 0.65873
H -1.70803 -5.18371 -0.93640
H 3.12358 1.24385 -0.69885
H -3.41440 -0.78002 1.94697
H 1.38602 3.90858 2.20896
H -0.60314 6.90593 -0.80275
H -0.96130 -5.11510 0.67710
H -0.03930 -3.60376 -1.81710
H 0.57181 2.38881 1.90536
H -0.77706 -2.87148 -0.39583
H 0.90489 5.85661 0.88182
H 1.17921 -6.14317 0.95570
H 2.98167 2.08365 1.60922
H 1.72199 2.20219 -1.16494
H -2.11160 5.42110 -2.14938
H 2.32528 -4.70750 -1.48859
H 2.96646 -4.66418 0.16897
H 1.92064 -6.90302 -0.47377
H 3.06686 3.43065 0.47861

Population analysis type natural (NBO), resulting atomic charges in e: 0.879 1.485 -0.666 -0.958 -1.149 -0.392 -0.527 -0.795 -0.536 -0.476 -0.717 -0.480 -0.226 -0.075 -0.254 -0.271 -0.159 -0.082 0.227 -0.260 -0.064 0.105 -0.413 -0.441 0.505 0.073 0.267 0.517 0.209 0.169 0.396 0.213 0.208 0.170 0.203 0.230 0.282 0.208 0.165 0.205 0.193 0.228 0.194 0.216 0.191 0.202

No. 4
Here is a structure of composition C14H20Cl3NO3Zr at a distorted geometry from OMol25. Energies are from ωB97M-V/def2-TZVPD.

Values from the calculation:
* total charge: -2
* total energy: -2253.791205 hartree
* molecular weight: 447.901 g/mol
* HOMO level: 1.278 eV

CARTESIAN COORDINATES (ANGSTROEM)
Zr -0.44831 -0.19991 0.89576
Cl -0.11923 -2.54302 1.52705
Cl -0.85105 2.17387 1.00971
Cl -2.80049 -0.51765 0.91793
O -1.17971 0.30919 4.77829
O 1.84057 3.29023 -0.32823
O 2.00728 0.38180 1.54608
N 0.27951 0.12515 2.98978
C 1.25729 0.55225 5.08135
C 2.28997 0.81673 4.00262
C 1.57128 0.41765 2.71861
C 1.55327 1.04171 -1.60413
C -1.77014 -0.46526 -2.16595
C -1.40532 -3.00364 -1.89170
C -1.39494 2.04594 -2.55828
C 0.32358 0.33106 -1.58581
C -0.98362 0.70798 -2.08149
C -0.05563 0.30759 4.33522
C 1.52377 -1.96045 -1.30170
C 0.28348 -1.12732 -1.32454
C -3.15445 -0.52861 -2.67056
C -1.00033 -1.58891 -1.76585
H 1.49559 -0.35235 5.65377
H 2.34627 -1.40971 -0.83643
H 1.37253 -2.87191 -0.71213
H 2.15625 2.79880 0.46004
H -1.53213 2.07360 -3.64817
H 3.20158 0.23163 4.12327
H -3.70635 -1.33606 -2.18452
H -3.15942 -0.70792 -3.75207
H 2.56174 1.87808 3.96137
H -0.64431 2.78696 -2.27887
H -2.32625 -3.19410 -1.32599
H -2.34551 2.35567 -2.10395
H -0.62979 -3.64269 -1.46623
H -1.57535 -3.29486 -2.93910
H 1.55295 2.54886 -0.93542
H 2.29871 0.66264 -0.90824
H 1.12894 1.39182 5.76528
H 1.90100 1.34789 -2.59665
H 1.82666 -2.23601 -2.32738
H -3.68991 0.40328 -2.47272

Population analysis type natural (NBO), resulting atomic charges in e: 1.632 -0.558 -0.507 -0.488 -0.584 -1.057 -0.632 -0.736 -0.506 -0.505 0.684 -0.928 -0.074 -0.635 -0.658 -0.101 -0.010 0.701 -0.629 -0.304 -0.634 -0.070 0.218 0.228 0.206 0.445 0.179 0.219 0.206 0.188 0.230 0.239 0.200 0.196 0.217 0.185 0.472 0.191 0.217 0.182 0.176 0.206

No. 5
Here is the molecule C14H20ClNO2 from OMol25. Energies are from ωB97M-V/def2-TZVPD.

Values from the calculation:
* total energy: -1210.901061 hartree
* molecular weight: 269.772 g/mol
* HOMO level: -8.491 eV

CARTESIAN COORDINATES (ANGSTROEM)
Cl -3.67380 0.07301 0.21840
O -1.01082 0.91031 0.01083
O -0.09998 0.64039 -2.03685
N 1.65480 -1.30019 1.33274
C -1.03514 0.89223 -1.31567
C -3.59303 0.97413 -1.24728
C 2.63281 -2.18508 0.71878
C -3.57323 2.35118 -3.65725
C 0.61658 -0.87878 0.41449
C -2.38733 1.95109 -3.07481
C 3.64077 -1.40614 -0.11943
C -4.77555 2.06161 -3.03142
C 2.07905 -1.45873 3.74817
C 1.31878 1.54939 0.46140
C -4.78683 1.36736 -1.83553
C 1.14028 -1.80464 2.59628
C 0.18819 0.56464 0.72230
C -2.37535 1.27169 -1.85773
H 3.17036 -2.69777 1.51853
H 0.97919 -2.89529 2.55957
H -1.43814 2.15522 -3.54677
H 0.17189 -1.33746 2.78650
H -0.27351 -1.53030 0.45904
H 1.00260 -0.90994 -0.60418
H 2.14593 -2.95632 0.09774
H 2.22213 -0.38266 3.79468
H 1.65633 -1.80049 4.68969
H 1.59697 1.53515 -0.58861
H -5.71881 1.12276 -1.35051
H 2.17296 1.24827 1.05948
H 3.15664 -0.89976 -0.94958
H 4.13412 -0.66024 0.49762
H -0.12448 0.63732 1.76988
H 1.01620 2.55713 0.73696
H 4.39050 -2.08399 -0.52017
H -5.70921 2.36878 -3.47765
H -3.56242 2.88333 -4.59583
H 3.05058 -1.92722 3.61618

Population analysis type natural (NBO), resulting atomic charges in e: 0.029 -0.497 -0.603 -0.467 0.798 0.006 -0.207 -0.223 -0.251 -0.141 -0.610 -0.178 -0.607 -0.649 -0.236 -0.209 0.103 -0.195 0.194 0.169 0.235 0.192 0.181 0.227 0.167 0.208 0.207 0.229 0.229 0.233 0.207 0.208 0.191 0.213 0.209 0.219 0.220 0.201

Energy above the lowest of the compared OMol25 structures with the same formula, charge and spin
In order: 14.801, 2.535, 0.000, 0.000, 0.030
Unit: eV